(1)
DFT (ωB97M-V/def2-TZVPD) results for a single C3H5NO2 molecule.

Energy relative to the best compared isomer or geometry (same formula, charge and spin): 84.7 kcal/mol
Net charge: 0
Orbital gap: 9.9 eV
HOMO: -9.0520 eV
SMILES: [H]/N=C1/COCO1
Energy: -322.4394 Ha

XYZ file:
```
11
Properties=species:S:1:pos:R:3:lowdin_charge:R:1
H -0.212 1.874 0.677 0.141
O 0.294 0.620 -0.880 0.010
C -0.488 -0.830 0.658 -0.083
N 1.854 -1.055 -0.341 0.130
H 2.488 -0.350 -0.708 0.063
C 0.732 -0.493 -0.180 -0.490
C -0.691 1.245 -0.087 -0.182
H -1.369 1.817 -0.719 0.141
O -1.408 0.203 0.542 -0.069
H -0.827 -1.531 1.426 0.147
H -0.374 -1.501 -0.389 0.191
```

=====

(2)
DFT (ωB97M-V/def2-TZVPD) results for a molecular structure, C24H56F3InNO12S6.

Net charge: -1
Orbital gap: 7.0 eV
HOMO: -5.3918 eV
Energy: -4784.3015 Ha

XYZ file:
```
103
Properties=species:S:1:pos:R:3:lowdin_charge:R:1
In 0.082 0.681 1.416 0.916
C -3.061 7.178 -2.914 -0.266
C 0.694 4.013 1.973 -0.237
H 0.822 0.849 -1.289 0.058
H 3.364 -5.472 0.993 0.043
H 6.662 -3.679 0.175 0.049
H -2.798 3.138 -7.412 0.046
H -3.585 3.998 -6.065 0.050
C -1.260 2.189 -1.638 -0.001
H -4.372 -8.602 4.711 0.058
H 1.220 3.159 3.863 0.131
H -3.352 5.496 0.309 0.057
O 5.297 -0.488 1.401 0.118
H -5.606 -9.079 3.518 0.047
H -2.165 -7.035 -0.800 0.057
H 1.035 -1.569 2.726 0.054
C -3.466 3.033 -6.560 -0.278
C -1.998 -9.656 3.652 -0.268
H 0.394 -5.404 -0.050 0.063
O 1.254 -8.040 -0.610 -0.572
S 0.135 -7.393 -1.355 0.795
H 2.890 1.675 1.300 0.032
C 0.879 1.554 -0.471 -0.181
H -4.081 3.015 -3.822 0.050
O -1.504 2.492 -4.876 -0.538
S 5.664 -5.804 0.464 0.795
H -4.673 -10.335 4.367 0.050
C -0.492 2.066 3.058 -0.200
H -4.432 2.656 -6.897 0.048
H -1.778 1.341 -1.227 0.081
C 0.306 -5.624 -1.114 -0.261
C 4.187 -6.017 1.455 -0.268
H -1.153 -7.236 0.657 0.047
H -4.579 5.804 -0.945 0.053
H -3.165 8.144 -2.420 0.056
C -0.004 2.648 -0.941 -0.445
H 0.453 3.523 -1.343 0.107
H -1.590 -8.650 -0.330 0.042
H 4.887 -3.556 0.256 0.044
H -4.033 6.817 -3.252 0.049
C 4.286 6.404 -1.809 -0.278
S -2.725 1.854 -5.419 0.803
H 3.795 1.341 2.744 0.091
H -4.948 1.632 -4.565 0.052
C 1.610 -0.791 2.246 -0.140
H -1.909 -8.906 4.437 0.060
H -0.303 4.164 4.919 0.066
H -0.554 -5.106 -1.537 0.037
C 2.410 -1.449 1.239 -0.516
C 1.613 6.556 -1.816 -0.271
H 1.868 1.993 -0.409 0.022
S 2.880 5.281 -1.810 0.818
F -2.006 -3.112 -1.531 0.113
O -1.113 6.600 -1.218 -0.546
C -3.628 6.136 -0.527 -0.251
H -0.432 1.489 3.979 0.028
C 4.230 0.030 1.177 -0.489
C 3.868 1.405 1.668 0.023
H -2.020 -1.221 1.642 0.043
H 0.828 6.030 1.773 0.049
H -3.697 7.172 -0.195 0.058
H 3.946 -7.077 1.489 0.047
H 2.269 5.294 1.774 0.027
C -3.999 1.980 -4.157 -0.265
H -0.237 4.222 1.461 0.112
H 2.220 -0.343 3.020 0.053
S -2.345 5.984 -1.773 0.826
H 5.840 -3.800 1.750 0.061
O 2.834 4.642 -0.473 -0.541
H -3.704 1.346 -3.324 0.040
H 4.594 2.136 1.352 0.093
F -3.517 -1.927 -0.534 0.146
H -2.115 -10.650 4.084 0.051
S -3.421 -9.282 2.620 0.792
H -2.390 7.271 -3.766 0.048
C -4.637 -9.330 3.944 -0.277
H -1.113 -9.634 3.020 0.051
C -1.720 -0.562 0.840 -0.185
C 5.769 -4.030 0.688 -0.275
H 1.690 7.137 -2.735 0.055
C -2.304 -1.856 -1.091 -0.735
H 4.230 7.060 -0.939 0.055
N 1.369 5.312 2.223 0.022
H -1.529 2.363 2.978 0.043
O -1.170 2.811 -0.236 -0.172
H 4.367 -5.647 2.465 0.058
O -3.295 -7.867 2.197 -0.545
O 3.256 -0.612 0.439 0.038
O -1.334 -1.428 -0.287 -0.051
C -1.341 -7.591 -0.355 -0.287
H -2.511 0.122 0.566 0.044
H 5.193 5.805 -1.760 0.045
C 0.329 3.321 3.258 -0.467
H 4.283 6.989 -2.729 0.047
H 0.639 6.069 -1.770 -0.002
O -0.472 4.292 3.989 -0.073
H -1.920 2.970 -1.966 0.058
H 1.738 7.199 -0.944 0.064
H 1.382 3.435 1.376 0.075
O 6.796 -6.418 1.218 -0.580
O 2.402 -2.638 0.968 0.070
H 1.210 -5.302 -1.627 0.054
F -2.409 -1.097 -2.204 0.129
```

=====

(3)
DFT (ωB97M-V/def2-TZVPD) results for 2 unconnected molecules or ions with the total composition C16H37N3O2Si.

Energy relative to the best compared isomer or geometry (same formula, charge and spin): 4.4 kcal/mol
Net charge: 0
Orbital gap: 5.4 eV
HOMO: -6.0620 eV
Energy: -1236.0009 Ha

XYZ file:
```
59
Properties=species:S:1:pos:R:3:lowdin_charge:R:1
O -4.602 -2.637 -2.672 -0.091
N -3.033 -3.921 -0.120 0.054
H -1.716 -0.078 0.688 -0.029
C -5.353 -1.272 -0.238 -0.171
H -2.706 -1.163 1.714 0.022
H -0.418 -1.748 0.074 0.062
H -2.444 -4.711 -0.372 0.073
H 4.387 3.644 -1.239 0.116
H -5.843 -0.334 -0.467 0.024
H 4.058 4.096 1.021 0.128
H 0.967 -3.320 -1.930 0.069
N 1.909 1.439 1.639 -0.256
H 2.774 3.045 2.635 0.134
H 1.048 2.498 -1.149 0.111
H -1.146 -2.243 -2.215 0.112
H -1.019 2.783 0.770 0.126
H 4.830 0.989 0.238 0.058
H -5.489 -1.438 0.827 0.018
C -2.776 -2.895 -1.155 -0.518
O -3.105 -4.304 -3.065 -0.043
Si -3.526 -1.214 -0.661 0.577
H 2.340 0.672 3.558 0.117
C 3.347 3.378 0.603 -0.161
H 3.156 -0.163 2.205 0.112
C 3.992 2.803 -0.668 -0.249
H 2.546 0.748 -0.287 0.120
C 5.125 1.808 -0.422 -0.094
H -0.184 1.296 -0.850 0.107
H 0.696 2.693 2.892 0.137
C -3.136 -0.006 -2.060 -0.164
C 2.230 0.293 2.545 0.022
C 0.995 -3.021 -0.897 -0.078
H -0.071 1.197 2.309 0.133
H -3.573 0.969 -1.880 0.020
H -3.459 -0.396 -3.010 0.027
C 0.573 2.033 2.038 -0.087
H 5.440 1.359 -1.363 0.083
C -2.712 -0.458 0.897 -0.189
H 1.422 -0.431 2.497 0.112
H -0.639 -3.472 0.406 0.098
H 3.924 1.886 2.039 0.120
H -2.055 0.129 -2.088 -0.002
H 1.614 -2.133 -0.803 0.032
C 3.031 2.444 1.764 -0.106
H 3.242 2.354 -1.319 0.085
N -1.352 -2.890 -1.473 -0.020
H 2.476 3.974 0.331 0.103
C -0.440 -2.753 -0.369 -0.287
C 0.612 1.868 -0.375 -0.117
H 0.443 3.738 0.720 0.104
C 0.067 2.718 0.781 -0.129
H 5.992 2.303 0.018 0.083
H -3.316 0.408 1.146 0.017
H 1.148 -0.063 0.385 0.107
H 1.482 -3.785 -0.306 0.059
H -3.966 -4.267 -0.306 0.075
C 1.621 0.911 0.255 -0.087
C -3.550 -3.304 -2.462 -0.697
H -5.863 -2.056 -0.774 0.018
```

=====

- Which of these has the lowest orbital gap?
  C16H37N3O2Si

=====

- net charge of number 2 (C24H56F3InNO12S6)?
  -1